(i)
Density functional theory data (ωB97M-V with the def2-TZVPD basis set) for one molecule with the formula C6H10OS.

Atoms and positions in Å:
C1 -1.93683 0.31473 -0.33879
C2 -0.91076 -0.36619 0.47532
C3 -0.58199 0.34203 -0.85966
C4 -0.02284 -0.69133 -1.85997
C5 0.29979 1.54975 -0.65335
C6 1.13987 -0.74805 2.30344
O1 -3.04147 0.72023 -0.38843
S1 -0.38185 0.25798 2.15575
H1 -0.92287 -1.50018 0.64580
H2 0.93442 -1.03994 -1.63042
H3 0.03156 -0.06095 -2.72708
H4 -0.53655 -1.62695 -2.09266
H5 1.33218 1.31863 -0.16593
H6 -0.06796 2.37046 -0.15561
H7 0.42719 1.89108 -1.63662
H8 1.43937 -0.57536 3.27532
H9 1.80336 -0.42970 1.64383
H10 0.99538 -1.72626 2.00907

SMILES   CS[C@H]1C(=O)C1(C)C
HOMO energy   -8.735 eV
Orbital gap   9.4 eV
Lowest unoccupied orbital energy   0.63 eV

Atom charges from the Löwdin analysis, given in e for atoms 1 to 5: -0.36 -0.42 -0.41 -0.01 -0.04

---

(ii)
Density functional theory data (ωB97M-V with the def2-TZVPD basis set) for a 2-piece molecular cluster, C6H10OS overall.

Atoms and positions in Å:
C1 -1.41022 0.44793 -0.49580
C2 1.16278 -1.44090 1.75461
C3 -1.08967 0.03105 -1.66493
C4 -0.13969 -1.65124 2.36166
C5 -0.88459 -1.35690 -2.05104
C6 -1.25056 1.03673 -2.82834
O1 -1.40703 0.81901 0.61215
S1 2.07782 -0.14525 1.74506
H1 1.61943 -2.40509 1.27583
H2 -0.75503 -2.26280 1.72273
H3 -0.68621 -0.78906 2.57146
H4 -0.06681 -2.24320 3.35123
H5 -1.12260 -1.51746 -3.12704
H6 -1.49214 -2.01387 -1.42111
H7 0.09956 -1.75252 -1.74085
H8 -1.27983 2.03397 -2.35964
H9 -1.94659 0.90458 -3.64915
H10 -0.23939 1.10017 -3.33199

SMILES   CC(C)=C=O.CC=S
HOMO energy   -8.470 eV
Orbital gap   8.5 eV
Lowest unoccupied orbital energy   0.07 eV

Atom charges from the Löwdin analysis, given in e for atoms 1 to 5: -0.18 -0.80 -0.35 -0.20 -0.08

---

The structure with the most favorable energy is (ii); the runner-up is 0.407 eV above it.

---

(i)
Density functional theory data (ωB97M-V with the def2-TZVPD basis set) for one molecule with the formula C6H10OS.

Atoms and positions in Å:
C1 0.56979 -1.41879 0.43000
C2 0.42061 0.08025 0.62980
C3 -0.43746 0.58505 1.75992
C4 1.06182 0.70951 1.83160
C5 -1.10672 0.65788 -1.56823
C6 -1.33528 0.54378 -2.86729
H1 1.90353 -1.30060 -0.94552
H2 0.51525 -1.91967 1.40798
H3 -0.26227 -1.79121 -0.20049
H4 -1.04976 1.45793 1.60085
H5 -0.93664 -0.16603 2.36335
H6 1.62309 0.04428 2.49516
H7 1.50431 1.70667 1.73487
H8 -1.91098 0.59784 -0.84343
H9 -2.34317 0.36903 -3.25256
H10 -0.52737 0.59007 -3.58021
O1 1.81971 -1.77730 -0.10899
S1 0.49155 1.03130 -0.88681

SMILES   C=CSC1(CO)CC1
HOMO energy   -8.736 eV
Orbital gap   9.6 eV
Lowest unoccupied orbital energy   0.90 eV

Atom charges from the Löwdin analysis, given in e for atoms 1 to 5: -0.27 -0.72 -0.12 -0.12 -0.50

---

(ii)
Density functional theory data (ωB97M-V with the def2-TZVPD basis set) for one molecule with the formula C6H10OS.

Atoms and positions in Å:
C1 0.16486 1.05233 0.76230
C2 1.02149 0.06777 0.58198
C3 0.26961 2.61004 0.26910
C4 -0.87726 -1.41627 -1.34272
C5 0.56546 -1.28785 0.82515
C6 0.19980 -2.02347 -0.45693
O1 -0.53343 5.12954 0.61381
S1 -0.73665 3.71540 0.93222
H1 -0.81819 0.80618 1.27328
H2 2.10175 0.15925 0.14444
H3 0.85484 2.89274 -0.58505
H4 -0.69370 -0.38916 -1.82908
H5 -1.36737 -2.00056 -2.14646
H6 -1.79982 -1.12329 -0.76088
H7 -0.37243 -1.15755 1.31950
H8 1.24826 -1.81825 1.50431
H9 1.10584 -2.26627 -0.96585
H10 -0.33306 -2.95059 -0.13913

HOMO energy   -9.035 eV
Orbital gap   8.8 eV
Lowest unoccupied orbital energy   -0.22 eV

Atom charges from the Löwdin analysis, given in e for atoms 1 to 5: -0.15 -0.18 -0.35 -0.14 -0.25

---

The structure with the most favorable energy is (i); the runner-up is 1.349 eV above it.

---

(i)
Density functional theory data (ωB97M-V with the def2-TZVPD basis set) for one molecule with the formula C7H6.

Atoms and positions in Å:
C1 -1.49433 -0.29141 -0.30934
C2 -1.31491 0.96231 0.21362
C3 -0.33364 -1.21704 0.15731
C4 -0.20767 1.39153 0.79306
C5 0.97691 -0.52940 -0.44956
C6 1.07339 0.88315 0.00173
C7 2.23955 -0.18875 0.38547
H1 -2.35772 -0.59354 -0.97383
H2 -0.45726 -1.43279 1.25530
H3 -0.38849 -2.21122 -0.28900
H4 0.02469 2.25207 1.37989
H5 1.01134 -0.71711 -1.46270
H6 1.22816 1.69221 -0.70196

HOMO energy   -8.677 eV
Orbital gap   7.7 eV
Lowest unoccupied orbital energy   -1.01 eV

Atom charges from the Löwdin analysis, given in e for atoms 1 to 5: -0.08 -0.03 -0.14 -0.06 -0.32

---

(ii)
Density functional theory data (ωB97M-V with the def2-TZVPD basis set) for one molecule with the formula C7H6.

Atoms and positions in Å:
C1 -0.45472 1.21840 -0.18736
C2 0.78480 1.39238 -0.10936
C3 1.30882 -0.74850 0.25453
C4 0.07141 -1.21459 -0.18622
C5 -1.66191 0.67590 0.43037
C6 1.84810 0.56976 -0.00138
C7 -1.07087 -0.27589 -0.52589
H1 2.15915 -1.57176 0.31043
H2 -0.15621 -2.33280 -0.18584
H3 -1.50967 0.44903 1.54076
H4 -2.63773 1.27846 0.23751
H5 2.90163 0.87700 -0.06501
H6 -1.58281 -0.31741 -1.51251

SMILES   C1=CC=C[C@H]2CC=12
HOMO energy (spin up / spin down)   -8.006 / -8.006 eV
Orbital gap (spin up / spin down)   8.3 / 8.3 eV
Lowest unoccupied orbital energy (spin up / spin down)   0.32 / 0.32 eV

Atom charges from the Löwdin analysis, given in e for atoms 1 to 5: -0.15 -0.01 -0.12 -0.07 -0.13

---

The structure with the most favorable energy is (ii); the runner-up is 3.338 eV above it.

---

(i)
Density functional theory data (ωB97M-V with the def2-TZVPD basis set) for C7H6 as an isolated structure.

Atoms and positions in Å:
C1 -2.05247 0.64559 -0.00461
C2 -2.88531 -0.31666 -0.12376
C3 -1.32364 -0.96923 -0.02015
C4 2.23831 0.47198 -0.15110
C5 -0.75315 1.19750 0.10421
C6 1.24071 -0.35754 0.15449
C7 -0.13649 0.00312 0.10166
H1 -1.42236 -1.61321 0.84969
H2 -1.26272 -1.54227 -0.94414
H3 2.05626 1.48378 -0.47600
H4 3.26847 0.16341 -0.10363
H5 -0.42584 2.21399 0.17867
H6 1.45822 -1.38045 0.43469

HOMO energy   -8.596 eV
Orbital gap   8.8 eV
Lowest unoccupied orbital energy   0.18 eV

Atom charges from the Löwdin analysis, given in e for atoms 1 to 5: -0.13 0.05 -0.16 0.04 0.01

---

(ii)
Density functional theory data (ωB97M-V with the def2-TZVPD basis set) for one molecule with the formula C7H6.

Atoms and positions in Å:
C1 -0.68057 -1.34910 0.18592
C2 -1.40180 -0.12312 0.34597
C3 -1.40547 1.12994 0.48095
C4 -0.58236 -0.58241 -1.14934
C5 0.74604 -0.93559 0.60160
C6 -0.10315 1.53185 -0.18612
C7 0.68269 0.19196 -0.48123
H1 -1.03227 -2.28696 0.25328
H2 0.83923 -0.59364 1.56940
H3 1.39201 -1.58236 0.17915
H4 -0.49320 2.04331 -1.06120
H5 0.55280 2.34686 0.41603
H6 1.48604 0.20928 -1.15439

HOMO energy   -8.500 eV
Orbital gap   7.5 eV
Lowest unoccupied orbital energy   -0.96 eV

Atom charges from the Löwdin analysis, given in e for atoms 1 to 5: -0.23 -0.08 0.08 0.12 -0.06

---

The structure with the most favorable energy is (i); the runner-up is 3.675 eV above it.

---

(i)
Density functional theory data (ωB97M-V with the def2-TZVPD basis set) for one molecule with the formula C7H6.

Atoms and positions in Å:
C1 -1.82403 0.35966 1.64788
C2 -0.75785 -0.49516 1.85147
C3 -1.92253 0.61068 0.35596
C4 -1.47469 0.22369 -0.83342
C5 0.18344 -0.56608 0.84562
C6 -0.19033 -0.34433 -0.49228
C7 0.89270 -0.53288 -1.69397
H1 -2.37846 0.81623 2.44677
H2 -0.40742 -0.77535 2.85214
H3 1.19563 -1.00811 0.91046
H4 0.92177 -1.49098 -2.23745
H5 1.86381 -0.47109 -1.06439
H6 1.07146 0.37978 -2.26645

SMILES   Cc1c#cccc1
HOMO energy   -9.429 eV
Orbital gap   9.0 eV
Lowest unoccupied orbital energy   -0.42 eV

Atom charges from the Löwdin analysis, given in e for atoms 1 to 5: -0.11 -0.09 0.02 0.06 -0.09

---

(ii)
Density functional theory data (ωB97M-V with the def2-TZVPD basis set) for one molecule with the formula C7H6.

Atoms and positions in Å:
C1 0.25635 1.71830 -1.53920
C2 1.12000 0.87728 -1.12697
C3 -0.00401 0.69213 0.62057
C4 -0.01281 -0.64714 0.46263
C5 -0.56924 1.92646 -0.29264
C6 1.27834 0.10217 0.08698
C7 -0.48860 -2.09469 0.49922
H1 -0.35332 2.95567 -0.03424
H2 -1.54775 1.78933 -0.73125
H3 2.16716 0.25654 0.53998
H4 -0.95474 -2.38382 -0.40882
H5 -1.21301 -2.31795 1.30115
H6 0.32161 -2.87429 0.62260

SMILES   CC1=C2CC#C[C@H]12
HOMO energy (spin up / spin down)   -8.596 / -8.597 eV
Orbital gap (spin up / spin down)   8.6 / 8.6 eV
Lowest unoccupied orbital energy (spin up / spin down)   0.00 / 0.00 eV

Atom charges from the Löwdin analysis, given in e for atoms 1 to 5: -0.08 0.04 -0.02 -0.09 -0.12

---

The structure with the most favorable energy is (i); the runner-up is 3.589 eV above it.

---

(i)
Density functional theory data (ωB97M-V with the def2-TZVPD basis set) for C18H27N3O3S as an isolated structure.

Atoms and positions in Å:
C1 -8.31599 -0.89254 0.83376
C2 -7.00893 0.00928 0.78613
O1 -6.99832 1.15345 1.37710
N1 -6.02212 -0.45614 0.05559
C3 -4.84010 0.07250 -0.19952
C4 -4.55610 1.39509 0.52666
C5 -3.31709 1.82845 0.36108
C6 -2.38008 1.23374 -0.70240
C7 -2.76794 0.00463 -1.19797
C8 -3.93843 -0.54121 -0.84121
C9 -4.68616 -1.57459 -1.25009
H1 -4.18495 -2.54272 -0.99343
H2 -4.63548 -2.02998 -2.46898
C10 -6.01696 -1.59287 -0.62432
H3 -6.81640 -1.69180 -1.56821
H4 -6.30995 -2.55062 0.13760
H5 -1.97194 -0.72121 -1.65950
S1 -0.75698 1.77194 -0.82826
O2 -0.56208 3.34309 -0.69967
O3 -0.30340 1.41153 -2.07247
N2 0.11107 0.96975 0.16659
H6 -0.16163 1.46953 1.31964
C11 1.57850 1.04930 0.04752
C12 2.21840 -0.01237 1.10896
N3 3.69523 -0.07621 0.48565
C13 4.13557 -0.81775 -0.55694
C14 5.51162 -1.50420 -0.49643
C15 6.47566 0.01087 -0.22426
C16 7.80882 -0.64953 0.02212
H7 8.57854 0.18993 0.19023
H8 8.00969 -1.22965 0.66193
H9 8.17748 -1.10201 -1.14608
C17 6.00435 0.55294 1.12348
C18 4.48586 0.79910 0.96904
H10 4.14259 1.30593 1.93595
H11 4.45150 1.88810 0.23261
H12 6.10508 -0.18848 1.75485
H13 6.58368 1.41017 1.58786
H14 6.34177 0.62339 -0.99005
H15 5.65144 -1.65487 -1.35092
H16 5.67716 -2.14531 0.45363
H17 3.24756 -1.61468 -0.49021
H18 3.84080 -0.16953 -1.35161
H19 2.08949 0.13112 1.99478
H20 1.68864 -0.97368 0.75508
H21 1.83560 0.54808 -1.05870
H22 2.11777 1.82218 0.13234
H23 -2.76728 2.76901 0.59780
H24 -5.16508 2.14273 0.97028
H25 -9.29119 -0.36775 1.38191
H26 -8.68424 -0.98400 -0.32147
H27 -8.10503 -1.82217 1.12252

HOMO energy   -7.610 eV
Orbital gap   7.4 eV
Lowest unoccupied orbital energy   -0.25 eV

Atom charges from the Löwdin analysis, given in e for atoms 1 to 5: 0.01 -0.37 -0.01 -0.02 -0.15

---

(ii)
Density functional theory data (ωB97M-V with the def2-TZVPD basis set) for one molecule with the formula C18H27N3O3S.

Atoms and positions in Å:
C1 0.94627 -2.85373 5.56611
H1 1.04063 -3.66213 6.28678
H2 1.19353 -1.91474 6.05399
C2 -0.48092 -2.78861 5.02122
C3 -0.63409 -1.54663 4.15804
O1 -0.38949 -0.45202 4.62042
N1 -1.06437 -1.70095 2.86800
C4 -1.29693 -0.63959 1.98823
C5 -0.98980 0.70451 2.14024
C6 -1.32198 1.57091 1.10782
C7 -1.94106 1.10122 -0.03355
C8 -2.25712 -0.23985 -0.19012
C9 -1.93437 -1.10329 0.83113
C10 -2.18607 -2.57426 0.95232
H3 -1.88232 -3.12472 0.06276
H4 -3.24971 -2.76050 1.11736
C11 -1.34382 -2.96814 2.18007
C12 -0.03356 -3.62912 1.75028
H5 0.60633 -3.82927 2.60513
H6 -0.23886 -4.56939 1.24465
H7 0.50130 -2.97166 1.06834
H8 -1.90786 -3.63487 2.83724
H9 -2.76144 -0.56450 -1.08598
S1 -2.26405 2.22340 -1.38914
O2 -2.42045 3.55282 -0.88006
O3 -3.29503 1.66757 -2.21593
N2 -0.86093 2.20788 -2.28972
C13 0.29899 2.79690 -1.66849
C14 1.36234 3.04002 -2.73577
N3 1.70290 1.78432 -3.38369
C15 0.51710 1.22736 -4.01186
C16 -0.54953 0.96646 -2.95173
H10 -0.16933 0.22254 -2.23321
H11 -1.47009 0.60020 -3.40605
H12 0.10221 1.90985 -4.77358
H13 0.78463 0.28405 -4.49378
C17 2.80199 1.92283 -4.32652
C18 4.13884 2.12203 -3.62090
H14 4.94926 2.01365 -4.33718
H15 4.21373 3.10882 -3.17283
H16 4.25576 1.37465 -2.84119
H17 2.62594 2.75023 -5.03625
H18 2.84988 0.99487 -4.90241
H19 0.97788 3.77476 -3.46472
H20 2.25404 3.44807 -2.25973
H21 0.71100 2.13018 -0.89436
H22 -0.01786 3.73479 -1.21277
H23 -1.11952 2.62687 1.18724
H24 -0.51564 1.06331 3.03729
H25 -0.72812 -3.71171 4.50498
H26 -1.17019 -2.66552 5.86055
H27 1.65995 -3.01990 4.76132

SMILES   CCC(=O)N1c2ccc(S(=O)(=O)N3CCN(CC)CC3)cc2C[C@H]1C
HOMO energy   -8.637 eV
Orbital gap   9.2 eV
Lowest unoccupied orbital energy   0.58 eV

Atom charges from the Löwdin analysis, given in e for atoms 1 to 5: -0.09 0.07 0.08 -0.15 -0.43

---

(iii)
Density functional theory data (ωB97M-V with the def2-TZVPD basis set) for one molecule with the formula C18H27N3O3S.

Atoms and positions in Å:
C1 -1.48287 -4.35279 0.64717
C2 -0.26490 -4.11077 0.19918
C3 0.80710 -3.42458 0.98487
H1 1.68196 -4.07760 1.04068
H2 0.46217 -3.22954 2.00225
C4 1.24966 -2.09385 0.33684
C5 0.08792 -1.12528 0.42255
O1 -0.04969 -0.25735 1.27377
N1 -0.82601 -1.27355 -0.55811
N2 -1.99534 -0.52183 -0.50498
C6 -3.12223 -1.02330 -1.05908
S1 -3.08108 -2.40647 -1.97614
N3 -4.29172 -0.36313 -0.88537
C7 -4.56250 0.84911 -0.24120
C8 -3.65672 1.90696 -0.21177
C9 -3.99338 3.08352 0.43414
C10 -5.22804 3.22670 1.04277
C11 -6.14267 2.18741 0.98714
C12 -5.81617 1.00732 0.34854
H3 -6.52913 0.19670 0.30413
H4 -7.11467 2.29522 1.44414
H5 -5.48178 4.14641 1.54641
H6 -3.28351 3.89638 0.45200
H7 -2.71107 1.83198 -0.72444
H8 -5.09446 -0.86954 -1.23643
H9 -2.01565 0.08203 0.31484
H10 -0.92407 -2.09838 -1.15230
C13 2.49882 -1.54557 1.03579
H11 3.30025 -2.27479 0.91256
H12 2.30268 -1.43986 2.10495
C14 2.93974 -0.17014 0.49383
C15 4.47674 -0.03334 0.40655
O2 4.94070 0.66246 -0.72086
C16 5.02222 2.06985 -0.61694
C17 3.70641 2.80733 -0.87621
C18 3.19307 2.55764 -2.28887
H13 2.21862 3.01942 -2.43176
H14 3.10458 1.48901 -2.46960
H15 3.88263 2.96846 -3.02372
H16 2.97009 2.48225 -0.14162
H17 3.88336 3.87453 -0.72694
H18 5.40717 2.34620 0.37491
H19 5.75912 2.35852 -1.37391
H20 4.82589 0.44354 1.33174
H21 4.92824 -1.02622 0.32382
H22 2.54346 -0.04832 -0.52886
O3 2.46839 0.86860 1.32067
H23 1.52653 0.70372 1.50054
H24 1.47658 -2.27103 -0.71927
H25 0.01663 -4.41596 -0.80123
H26 -2.22450 -4.84566 0.04308
H27 -1.78860 -4.06247 1.63975

SMILES   C=CC[C@H](C[C@@H](O)COCCC)C(=O)NNC(=S)Nc1ccccc1
HOMO energy   -8.580 eV
Orbital gap   9.1 eV
Lowest unoccupied orbital energy   0.52 eV

Atom charges from the Löwdin analysis, given in e for atoms 1 to 5: 0.00 -0.21 -0.16 0.12 0.13

---

The structure with the most favorable energy is (ii); the runner-up is 1.400 eV above it.